1.
{
  "formula": "C7H8O2",
  "method": "the ωB97M-V functional and the def2-TZVPD basis",
  "de_lowest_kj_mol": 559.14,
  "gap_ev": 9.5,
  "max_force_ha_per_bohr": 0.1171,
  "charge": 0,
  "species": ["C", "C", "C", "C", "C", "C", "C", "H", "H", "H", "H", "H", "H", "H", "H", "O", "O"],
  "coordinates": [[1.590, 0.270, 0.684], [0.135, 0.446, 0.577], [-0.189, 1.840, -1.130], [-0.240, 0.591, -1.759], [-0.710, -0.285, -0.577], [-0.701, -1.775, 0.009], [-0.864, -1.498, 1.291], [2.166, 1.217, 0.069], [1.855, 0.193, 2.049], [1.830, -0.848, 0.314], [-0.195, 2.713, -1.589], [-0.456, 0.567, -2.891], [-1.781, -0.143, -0.457], [-0.759, -2.659, -0.464], [-0.977, -2.374, 1.962], [-0.110, 1.891, 0.238], [-0.594, -0.145, 1.676]],
  "lowdin_charge": [-0.019, -0.499, -0.137, -0.002, -0.170, 0.001, -0.115, 0.159, 0.196, 0.117, 0.070, 0.119, 0.138, 0.059, 0.134, -0.013, -0.037]
}

---

2.
{
  "formula": "C7H8O2S",
  "method": "the ωB97M-V functional and the def2-TZVPD basis",
  "de_lowest_kj_mol": 104.08,
  "gap_ev": 9.9,
  "max_force_ha_per_bohr": 0.0417,
  "smiles": "C=C[C@@]1(C)SC(=O)CC1=O",
  "charge": 0,
  "species": ["C", "C", "C", "C", "S", "C", "O", "C", "C", "O", "H", "H", "H", "H", "H", "H", "H", "H"],
  "coordinates": [[2.657, -0.181, -0.433], [1.484, -0.743, -0.209], [0.274, 0.011, 0.061], [0.473, 0.849, 1.359], [-0.037, 1.082, -1.365], [-1.837, 0.728, -1.319], [-2.522, 1.277, -2.105], [-2.242, -0.388, -0.369], [-0.949, -1.002, 0.229], [-0.856, -2.099, 0.742], [2.769, 0.886, -0.853], [3.576, -0.805, -0.365], [1.454, -1.792, -0.228], [0.288, 0.267, 2.334], [-0.249, 1.636, 1.569], [1.436, 1.455, 1.358], [-2.819, -0.051, 0.494], [-2.902, -1.131, -0.899]],
  "lowdin_charge": [-0.006, -0.239, -0.692, -0.079, 1.053, -0.658, 0.046, -0.043, -0.331, 0.111, 0.092, 0.073, 0.099, 0.115, 0.063, 0.102, 0.137, 0.156]
}

---

| no. | HOMO energy (eV) |
| --- | --- |
| 1 | -8.52 |
| 2 | -9.42 |